# C50H55F5N2O3

A cluster of 6 separate species, C50H55F5N2O3 in total in a non-equilibrium geometry (ωB97M-V/def2-TZVPD, the Open Molecules 2025 dataset).

```
115
Properties=species:S:1:pos:R:3:forces:R:3:mulliken_charge:R:1
C 5.6259 0.8253 1.1000 -0.1632 -5.2012 2.8855 -0.516
C 5.7817 -0.2798 1.7819 -0.6590 3.9753 -3.0664 -0.005
C 6.0108 -1.7208 2.5055 0.8717 1.6557 -0.7438 -0.653
C 4.9968 -2.8488 1.9662 -0.1104 -0.6637 1.4054 -0.239
C 3.5913 -2.6863 2.7634 0.1583 0.0528 -0.1102 -1.006
C 2.4048 -2.0243 1.8387 0.1404 0.1769 1.4877 0.715
N 1.8729 -0.8868 2.7169 0.1041 0.0108 -1.9647 -0.631
C 1.1715 -3.0099 1.5644 2.9758 -2.7679 1.3195 -0.269
O 0.1353 -2.7596 0.6926 0.2924 -0.3639 0.0353 -0.130
C -0.2617 -1.6717 -0.0560 -2.4460 2.8902 -2.3551 0.680
C 0.5015 -0.2584 -0.1006 -0.0442 0.4154 0.3092 -0.647
C -0.0824 0.7482 -1.2283 0.1264 0.6941 -0.1134 0.170
C 0.4665 0.4620 -2.7267 -0.4380 0.2898 0.5905 -0.960
C -1.8134 -1.2890 0.4006 0.4239 -1.0655 0.7794 -0.854
C -2.2746 -2.1435 1.7091 -0.5709 0.7698 0.2152 -0.296
C -3.5982 -1.3883 2.3303 0.9891 0.5927 -0.1476 -0.173
C -3.0078 -0.1746 3.2243 -0.1586 3.3676 -0.3107 0.387
O -2.9851 1.0444 2.8717 0.0368 -5.2289 1.0171 -0.579
O -2.4639 -0.5176 4.5082 0.2850 -0.0826 -2.2365 -0.504
C 1.8470 -4.4302 1.0642 1.4652 -3.8991 -1.4206 0.253
C 1.6360 -5.8003 1.7777 1.6878 1.0011 -2.8138 -0.527
C 2.2707 -7.0690 1.1872 -0.6087 0.3677 0.3449 -0.199
N 3.0705 -7.2815 0.0151 -2.3647 5.9200 2.2932 -0.534
C 3.2565 -5.9917 -0.5911 -0.4052 0.7280 -0.1631 -0.264
C 2.7345 -4.5974 -0.2076 -1.0692 -2.1695 2.1620 -0.439
H 5.2473 1.7108 0.4662 1.0531 -1.9631 1.5590 0.330
H 5.9337 -1.5155 3.6440 -0.1967 -0.5473 -1.9436 0.427
H 7.1253 -2.0082 2.3299 -2.0757 0.5396 0.0872 0.276
H 5.4304 -3.8763 2.2838 -0.5031 1.7153 -0.6460 0.344
H 4.8685 -2.8820 0.8277 0.3073 0.3348 1.7177 0.154
H 3.2551 -3.6735 3.2693 0.5015 1.4784 -1.1101 0.292
H 3.8218 -1.9685 3.6524 -0.8200 -1.1167 -1.7512 0.447
H 2.9102 -1.6440 0.8814 -0.9443 -0.5331 1.2764 0.075
H 0.8401 -0.9462 2.7073 0.7939 0.3577 -0.1194 0.238
H 2.1498 -0.0311 2.1875 -0.6195 -0.6167 0.9580 0.325
H 0.7491 -3.2822 2.6267 0.5614 0.6538 -1.7525 0.251
H -0.3963 -1.9801 -1.1813 0.6464 0.1332 2.0071 0.114
H 0.3160 0.2616 0.9239 0.5785 -0.8625 -1.7543 0.155
H 1.6350 -0.3557 -0.3133 -1.7705 0.1087 0.4953 0.255
H 0.2461 1.8275 -0.9100 -0.6386 -2.1693 -0.5736 -0.245
H -1.2283 0.7803 -1.2907 1.6572 -0.2587 0.4742 0.342
H 1.1066 1.3755 -3.0417 -0.9217 -1.8160 0.2906 0.288
H 1.0720 -0.5117 -2.6884 -0.7436 1.5026 -0.4653 0.219
H -0.4345 0.3535 -3.4563 1.7772 0.1085 1.1713 0.277
H -2.5364 -1.5707 -0.4548 1.0594 0.8075 1.3797 0.038
H -1.8495 -0.1768 0.6823 -0.2228 -1.6228 -0.6225 0.291
H -2.5397 -3.2382 1.4308 0.6279 1.9255 0.5920 0.330
H -1.4883 -2.0949 2.5645 -1.1503 -0.4470 -1.6699 0.011
H -4.1568 -0.9080 1.4521 0.6148 -0.6373 1.5268 0.112
H -4.2855 -2.1011 2.9082 1.1959 1.1790 -0.6383 0.391
H -1.5759 -0.0820 4.6101 -1.4286 -0.0921 -0.1627 0.360
H 1.0019 -5.8581 2.7366 1.1699 -0.0439 -1.7363 0.257
H 2.0320 -8.0549 1.7612 0.4947 1.9482 -1.0568 0.289
H 3.8773 -6.0409 -1.5764 -1.1544 0.1850 1.9539 0.289
H 2.9958 -3.6906 -0.8692 -0.4351 -1.7400 1.1195 0.323
F 1.0961 3.8710 -0.5290 0.2506 -0.1205 -0.0918 -0.319
C 0.2272 4.7834 -0.0621 -0.6773 0.7128 0.3667 0.286
C -0.9535 5.0146 -0.7515 0.0008 -0.1426 -0.1600 -0.226
C -1.8562 5.9561 -0.2652 0.3995 -0.0248 0.2706 -0.492
C -1.5625 6.6635 0.8996 -0.1598 0.0952 -0.1428 -0.293
C -0.3711 6.4261 1.5806 -0.1440 -0.1635 -0.3278 -0.657
C 0.5266 5.4769 1.1006 0.1717 -0.0783 0.0416 -0.507
H -1.1612 4.4608 -1.6602 0.0486 -0.0072 0.0646 0.446
H -2.7868 6.1393 -0.7928 0.1240 -0.0456 0.0302 0.374
H -2.2657 7.4020 1.2770 0.5740 -0.6354 -0.5519 0.698
H -0.1418 6.9805 2.4852 -0.0139 -0.0911 -0.0960 0.361
H 1.4544 5.2731 1.6230 -0.0362 -0.0141 -0.0684 0.403
F 7.7396 -2.7117 0.1770 0.0858 -0.0894 0.1171 -0.319
C 7.5370 -2.4298 -1.1198 -0.1534 0.2103 -0.9212 0.275
C 7.4529 -1.1061 -1.5242 0.0696 0.1469 0.1465 -0.200
C 7.2478 -0.8140 -2.8694 -0.0044 -0.4147 0.0098 -0.520
C 7.1182 -1.8497 -3.7932 -0.0135 0.0471 -0.0303 -0.473
C 7.1993 -3.1754 -3.3749 0.0150 0.2960 0.1255 -0.488
C 7.4155 -3.4677 -2.0315 -0.0112 -0.1506 0.1274 -0.374
H 7.5476 -0.3142 -0.7899 -0.0267 -0.1041 0.0025 0.479
H 7.1881 0.2187 -3.1979 0.0050 -0.1116 0.0810 0.375
H 6.9538 -1.6209 -4.8420 0.0184 -0.0403 0.1327 0.382
H 7.0941 -3.9808 -4.0950 0.0318 0.0763 0.1148 0.385
H 7.4901 -4.4938 -1.6895 -0.0124 0.0716 0.0230 0.450
F -6.4910 -0.8653 0.3722 0.0559 0.1444 -0.0176 -0.327
C -6.9905 -2.1071 0.4646 -0.3297 -0.8155 0.0861 0.309
C -7.1512 -2.6870 1.7155 0.0660 0.1259 0.0863 -0.202
C -7.6741 -3.9732 1.8116 0.0190 0.0525 -0.3666 -0.484
C -8.0206 -4.6699 0.6556 -0.0122 -0.0364 0.0318 -0.428
C -7.8506 -4.0808 -0.5947 0.0492 0.0922 0.3208 -0.348
C -7.3381 -2.7904 -0.6911 0.0551 0.1027 -0.1184 -0.496
H -6.8684 -2.1332 2.6036 -0.0413 0.0190 -0.0817 0.494
H -7.8110 -4.4325 2.7853 0.0401 0.0858 -0.1030 0.361
H -8.4244 -5.6751 0.7312 0.0530 0.1323 -0.0152 0.364
H -8.1173 -4.6267 -1.4941 0.0312 0.1023 0.0949 0.360
H -7.2077 -2.3135 -1.6557 0.0184 0.0036 0.0815 0.405
F -3.0466 8.3456 2.5121 -0.2846 0.3659 0.5517 -0.239
C -3.9158 9.2584 2.9788 -0.7073 0.7492 0.4063 0.456
C -5.0964 9.4897 2.2893 0.0279 -0.1300 -0.1405 -0.302
C -5.9988 10.4312 2.7752 0.2812 0.0289 0.2495 -0.422
C -5.7048 11.1384 3.9395 -0.0392 0.0078 -0.0219 -0.506
C -4.5138 10.9014 4.6209 -0.1541 -0.1175 -0.2714 -0.373
C -3.6164 9.9521 4.1414 0.1748 -0.0812 0.0197 -0.540
H -5.3041 8.9358 1.3808 0.0362 0.0062 0.0719 0.401
H -6.9292 10.6145 2.2476 0.1331 -0.0446 0.0320 0.350
H -6.4074 11.8760 4.3156 0.0962 -0.0975 -0.0457 0.353
H -4.2845 11.4560 5.5253 -0.0024 -0.1009 -0.1056 0.349
H -2.6887 9.7484 4.6638 -0.0445 -0.0065 -0.0668 0.386
F 1.7187 -2.2149 -5.0034 0.0940 -0.0471 0.1128 -0.322
C 0.8745 -1.7998 -5.9599 -0.5330 0.2699 -0.5911 0.284
C -0.3074 -2.4935 -6.1741 -0.0111 -0.1210 0.1242 -0.414
C -1.1856 -2.0598 -7.1629 0.2839 0.2440 -0.0259 -0.366
C -0.8670 -0.9435 -7.9337 -0.0551 -0.0138 -0.0198 -0.444
C 0.3245 -0.2574 -7.7135 -0.1491 -0.2583 0.1394 -0.365
C 1.1978 -0.6841 -6.7175 0.1508 0.0442 0.0591 -0.317
H -0.5345 -3.3646 -5.5702 0.0508 0.0680 -0.0081 0.425
H -2.1165 -2.5909 -7.3334 0.1297 0.0322 0.0410 0.372
H -1.5507 -0.6084 -8.7080 0.0930 -0.0398 0.0991 0.362
H 0.5730 0.6095 -8.3175 -0.0068 -0.0968 0.1037 0.364
H 2.1254 -0.1566 -6.5265 -0.0442 -0.0697 0.0182 0.419
```
Forces are in eV/Å.

Computed properties:
E_tot: -2772.41689 Eh
Max |F|: 0.132 Eh/bohr
Molar mass: 826.99 g/mol

---

# C11H13N3S

An isolated molecule of C11H13N3S in a non-equilibrium geometry (ωB97M-V/def2-TZVPD, the Open Molecules 2025 dataset).

```
28
Properties=species:S:1:pos:R:3:forces:R:3:mulliken_charge:R:1
C 4.7373 -1.0217 1.0502 -1.2033 -1.2084 -2.6407 -0.918
C 4.2901 -0.3911 -0.3027 -0.5040 -1.4588 -1.0268 -0.463
C 1.6973 0.1220 -0.2108 0.5197 -0.3316 -2.6287 0.293
C -0.4308 -0.3832 -0.3620 -0.4025 -1.3621 0.5951 0.747
C -1.9255 -0.2185 -0.3597 -1.5147 0.3379 0.0621 0.673
C -2.8945 -1.1865 -0.7996 -0.4342 3.2690 3.6831 -0.926
C -4.2063 -1.1576 -0.2609 -2.0092 1.0553 -1.7531 -0.323
C -4.7985 0.0425 0.3400 1.2882 -1.2016 -0.2959 -0.281
C -3.8402 1.1000 0.5535 -1.2099 -2.0197 0.2655 -0.683
C -2.4856 0.9090 0.2654 1.2996 -0.0899 1.9094 -0.342
C 0.1868 1.9973 -0.4513 -3.7355 1.5418 2.0749 -1.209
H 5.2641 -1.8289 0.4834 0.7139 0.2497 1.6317 0.253
H 3.8953 -1.5639 1.4956 0.1134 0.5520 0.2885 0.323
H 5.2822 -0.3794 1.7247 0.3079 -0.0942 -0.0197 0.321
H 5.2116 -0.1877 -0.8924 -0.8058 0.2029 0.2172 0.447
H 3.6263 -1.1655 -0.8942 1.7971 1.1723 1.2036 0.258
H -2.4902 -2.0241 -1.1577 1.0717 -3.3880 -1.8525 0.525
H -4.9560 -1.9768 -0.5948 1.5714 1.2337 0.8854 0.272
H -5.9270 -0.0330 0.6853 2.7054 0.6518 -0.7390 0.273
H -4.0466 1.9444 1.1811 -0.4950 0.3861 -0.0315 0.335
H -1.7596 1.5090 0.9102 -1.3857 -0.4509 -1.1827 0.370
H 0.2669 2.2961 0.6906 0.2579 0.3770 -2.4352 0.350
H -1.0220 2.0967 -0.6470 3.6496 0.2558 -0.1919 0.529
H 0.8114 2.4926 -1.1797 0.0433 0.6661 0.2162 0.349
N 1.5941 -1.1566 -0.3097 -0.5854 -2.2217 2.9002 -0.330
N 0.2205 -1.5055 -0.1089 0.8087 0.9706 -2.2683 -0.759
N 0.4740 0.6283 -0.4650 -0.9157 0.6945 0.5963 0.100
S 3.2252 1.0422 -0.3836 -0.9471 0.2103 0.5365 -0.185
```
Forces are in eV/Å.

Computed properties:
E_tot: -989.28694 Eh
Max |F|: 0.096 Eh/bohr
Energy relative to the best compared isomer or geometry (same formula, charge and spin): 91.8 kcal/mol
Molar mass: 219.31 g/mol

---

# C5H12O2

A cluster of 2 separate species, C5H12O2 in total (ωB97M-V/def2-TZVPD, the Open Molecules 2025 dataset).

```
19
Properties=species:S:1:pos:R:3:forces:R:3:mulliken_charge:R:1
C -0.3509 -0.1005 2.7343 0.0304 -0.0328 0.0441 -1.201
C -0.7390 0.2505 1.3000 -0.0451 0.0217 -0.0446 -0.340
C 0.4958 0.3577 0.3986 -0.0689 0.2642 0.0947 0.413
O 1.1536 -0.8881 0.2610 -0.0986 -0.1697 -0.1461 -0.578
C 0.2167 1.0087 -0.9425 0.1228 -0.0056 -0.1353 -0.596
C 0.9229 0.7285 -2.0363 -0.0309 0.1468 0.1522 -0.873
O -0.7013 -1.6702 -2.4137 -0.1712 0.0126 -0.0917 -0.683
H -1.2298 -0.2224 3.3752 0.1147 0.0043 -0.1160 0.368
H 0.2267 -1.0294 2.7550 -0.0986 0.1120 0.0154 0.286
H 0.2747 0.6887 3.1698 -0.1054 -0.1103 -0.0762 0.304
H -1.2884 1.2014 1.2797 0.1097 -0.1089 -0.0204 0.323
H -1.4180 -0.5124 0.8921 0.1031 0.0994 0.0054 0.286
H 1.2245 0.9988 0.9152 -0.0782 -0.0612 -0.0125 0.305
H 0.6050 -1.4584 -0.3019 0.1658 0.0748 0.0902 0.393
H -0.5858 1.7460 -0.9795 0.1562 -0.0427 0.0448 0.245
H -0.7229 -0.7674 -2.0650 0.0113 -0.1353 -0.0558 0.375
H 1.7143 -0.0160 -1.9980 -0.0970 0.1289 -0.0248 0.303
H 0.7316 1.2109 -2.9915 -0.0141 -0.0060 0.1771 0.344
H -0.5298 -1.5264 -3.3525 -0.0058 -0.1922 0.0993 0.324
```
Forces are in eV/Å.

Computed properties:
E_tot: -348.15749 Eh
Max |F|: 0.006 Eh/bohr
Energy relative to the best compared isomer or geometry (same formula, charge and spin): 29.7 kcal/mol
Molar mass: 104.15 g/mol

---

# C9H26FN3O4Si2

A structure of composition C9H26FN3O4Si2 (ωB97M-V/def2-TZVPD, the Open Molecules 2025 dataset).

```
45
Properties=species:S:1:pos:R:3:forces:R:3:mulliken_charge:R:1
F 0.3642 -2.8255 -2.9170 0.1975 -0.0745 0.1495 -0.282
Si -0.7807 -1.7954 -3.3301 0.1472 -0.1988 -0.2887 0.564
O -2.2050 -2.5347 -2.9897 -0.1010 0.7075 -0.2162 -0.168
Si -3.6170 -1.6435 -3.0999 -0.2344 -0.6597 0.2238 0.371
H -0.6487 -1.5705 -4.7790 -0.0320 -0.0330 -0.0285 -0.137
H -0.5989 -0.5469 -2.5848 -0.0701 -0.0036 0.0669 -0.059
H -3.9283 -1.1094 -1.7715 -0.0154 0.1429 -0.0270 -0.047
H -4.6889 -2.5716 -3.5138 0.0169 0.0250 -0.0737 -0.155
H -3.4790 -0.5808 -4.1177 0.0866 0.0541 0.0262 -0.124
C 1.4075 1.5023 -0.3035 -0.0085 0.1495 -0.0533 -0.049
O 1.0476 1.4852 -1.4664 0.0077 -0.0584 -0.0106 -0.585
N 1.2741 0.4622 0.5434 0.0957 -0.0614 0.1536 0.198
C 1.7285 0.5170 1.9201 -0.2678 -0.0790 -0.1439 -1.083
C 0.6483 -0.7508 0.0440 0.0587 0.1763 -0.0428 -0.874
H 1.8826 2.3826 0.1583 -0.0119 -0.0017 0.0334 0.418
H 2.4707 -0.2659 2.0974 -0.0118 0.0201 0.1239 0.372
H 0.8817 0.3633 2.5922 0.0734 -0.0207 0.0997 0.332
H 2.1749 1.4867 2.1340 0.0122 0.0271 -0.0433 0.394
H 1.2169 -1.1398 -0.8017 -0.0651 -0.0841 -0.0066 0.313
H -0.3627 -0.5276 -0.2967 -0.0303 -0.0797 0.0061 0.179
H 0.6112 -1.4970 0.8339 0.0333 0.0228 0.0425 0.381
C -5.2490 0.2018 0.6729 0.0024 0.1154 -0.0825 0.111
O -4.1962 0.3907 0.0964 0.0197 0.0331 0.0919 -0.537
N -5.4468 -0.7507 1.6037 -0.1237 -0.0865 0.1057 0.112
C -6.7249 -0.9359 2.2607 0.2044 -0.0833 -0.0023 -0.921
C -4.3336 -1.6170 1.9544 0.0071 0.1170 -0.1070 -0.897
H -6.1495 0.8072 0.4730 -0.0047 -0.0094 0.0183 0.286
H -6.6200 -0.7995 3.3389 -0.0745 -0.0016 0.0115 0.335
H -7.1077 -1.9403 2.0685 -0.0663 0.0151 0.0309 0.340
H -7.4426 -0.2103 1.8846 0.0072 0.0215 -0.0215 0.290
H -3.5024 -1.0235 2.3367 0.0296 -0.0402 0.0069 0.289
H -3.9859 -2.1580 1.0739 0.0386 -0.0237 0.0246 0.257
H -4.6525 -2.3265 2.7135 -0.0377 0.0036 0.0098 0.370
C 4.5629 1.8865 0.8770 0.0187 0.0385 0.0268 0.481
O 4.2300 2.8574 1.5330 -0.0221 -0.0288 -0.0028 -0.641
N 5.7015 1.7887 0.1737 0.1397 -0.0584 -0.0768 0.048
C 6.0333 0.6024 -0.5905 0.0769 0.1868 0.0368 -0.901
C 6.6235 2.9128 0.1817 -0.1345 0.0051 0.0675 -0.967
H 3.9387 0.9849 0.8037 0.0135 -0.0896 -0.0523 0.029
H 6.9671 0.1682 -0.2279 -0.0079 -0.0561 -0.0384 0.340
H 6.1469 0.8533 -1.6465 -0.0013 -0.0686 -0.0216 0.331
H 5.2405 -0.1360 -0.4909 -0.0281 0.0104 0.0088 0.298
H 6.9474 3.1252 1.2006 0.0276 0.0373 -0.0131 0.302
H 6.1320 3.8033 -0.2101 0.0384 0.0279 0.0046 0.300
H 7.4882 2.6755 -0.4324 -0.0034 -0.0362 -0.0168 0.387
```
Forces are in eV/Å.

Computed properties:
E_tot: -1502.71653 Eh
Max |F|: 0.015 Eh/bohr
Molar mass: 315.49 g/mol